1.
ORCA calculation (ωB97M-V with the def2-TZVPD basis set) on a cluster of 10 separate species, C33H58O13 in total at a distorted geometry.

Computed properties:
Kohn-Sham gap = 7.21 eV
E_HOMO = -8.956 eV
SMILES = O=C1C=C(O)C(=O)C=C1O.CC(C)=O.CC(C)=O.CC(C)=O.CC(C)=O.CC(C)=O.CC(C)=O.CC(C)=O.CC(C)=O.CC(C)=O
Total energy = -61763.829 eV

```
104
Properties=species:S:1:pos:R:3:forces:R:3
C 26.35700 14.17500 11.50600 -3.933 -0.278 -2.741
C 25.15800 14.03800 10.56800 8.276 0.392 1.514
C 23.81200 13.73800 11.00100 4.078 2.737 6.134
O 23.03200 13.32800 10.27500 -5.232 -2.428 -4.658
C 23.57200 13.98200 12.43900 5.333 0.210 2.407
C 24.67700 14.09700 13.40500 -3.408 -0.589 -2.115
C 26.11800 14.16600 12.98100 2.146 0.684 -2.251
O 27.10500 14.29900 13.70100 -1.927 -0.378 0.232
O 24.54100 14.11500 14.73900 -0.849 0.392 -0.619
O 25.42100 13.97500 9.24500 0.283 0.536 1.943
H 27.44700 14.31900 11.16200 -2.179 -0.339 0.371
H 22.58400 13.87500 12.71700 -1.848 -0.134 1.069
H 23.59800 14.26400 14.94300 0.446 -0.255 0.116
H 24.60600 13.68200 8.86000 -1.238 -0.510 -1.273
C 20.58100 11.59300 11.80500 -1.011 1.741 -2.828
C 21.17700 11.15200 13.02100 0.593 -1.551 1.297
O 20.50100 10.95000 13.99600 -0.708 0.415 1.153
C 22.57100 10.67800 13.05800 1.175 1.579 2.845
H 20.92600 12.66800 11.69600 -0.332 -1.129 -0.536
H 19.49800 11.60800 11.96400 0.137 0.049 -0.202
H 20.81700 10.98700 10.86900 0.063 0.932 1.268
H 23.11600 10.69300 12.22400 1.506 0.401 -4.178
H 22.45400 9.65500 13.24400 0.239 -1.602 1.102
H 23.34000 11.21300 13.71800 -1.707 -0.886 0.047
C 20.33900 16.20900 12.29500 0.059 0.851 -1.405
C 19.89900 17.24700 11.18500 -0.867 -1.723 -0.862
O 20.25800 17.13900 10.00800 -0.376 0.306 2.267
C 18.85800 18.36100 11.54300 -1.313 -0.242 0.170
H 19.49900 15.70500 12.77300 -0.272 0.554 0.085
H 20.80000 16.94600 12.96300 0.380 -0.889 0.588
H 20.98500 15.36400 11.92900 -0.184 1.395 0.131
H 17.95100 18.14700 12.34100 2.104 -0.439 -2.380
H 18.45200 18.51300 10.39400 0.716 0.837 3.427
H 19.33200 19.17100 12.22400 -0.353 -0.657 -2.106
C 14.55500 12.63500 1.98100 -2.578 -1.529 -1.983
C 15.54100 13.72700 2.27900 -0.716 0.978 0.291
O 16.53100 13.94900 1.62500 -0.094 -0.456 0.117
C 15.10500 14.71300 3.38700 6.316 -3.913 -0.161
H 14.92300 11.65000 1.78600 1.578 -0.365 -0.840
H 13.82600 12.76400 0.97400 1.908 0.302 2.958
H 13.97100 12.24700 2.83200 -0.516 1.403 0.036
H 15.66800 15.54700 3.22400 1.020 2.596 -0.109
H 15.28300 14.30500 4.38400 0.805 -0.213 0.025
H 14.16600 14.76100 3.44200 -7.717 1.217 -0.340
C 14.35100 18.72400 7.57700 4.274 0.124 -3.236
C 15.13900 18.42300 8.80700 0.737 2.296 3.552
O 15.78700 19.26100 9.48600 -1.311 -1.657 -2.385
C 15.03400 17.04200 9.37100 2.140 -2.164 -2.325
H 14.47200 19.73700 7.19000 -0.046 0.239 0.756
H 13.36400 18.49600 7.69700 -2.627 -0.947 0.162
H 14.82100 18.15400 6.62700 -1.287 0.577 2.269
H 15.37900 16.41600 8.43600 -0.696 0.520 1.815
H 14.13800 16.59900 9.71600 -1.743 0.207 -0.402
H 15.67400 16.77200 10.21200 0.644 0.797 -0.240
C 19.89800 13.67400 8.87500 -1.569 12.008 -6.531
C 19.04600 13.31200 7.66700 -2.107 -0.644 -2.238
O 18.94400 12.15100 7.28600 0.948 0.215 0.952
C 18.12800 14.26700 6.81400 5.975 2.840 4.277
H 20.11000 12.90400 9.25700 3.200 -10.893 5.655
H 19.37400 14.34800 9.54200 -0.283 0.092 0.142
H 20.88400 14.27700 8.62500 -1.967 -1.250 0.098
H 17.61500 13.97800 6.05300 -4.746 -3.575 -3.407
H 18.73100 14.75100 6.02900 1.459 0.715 0.779
H 17.78300 15.09300 7.39200 -0.783 0.525 0.325
C 16.42900 10.29900 9.11600 7.682 1.077 0.707
C 15.03900 10.32800 9.23800 -6.021 -0.191 0.237
O 14.26800 11.08800 8.66800 1.139 0.340 -0.198
C 14.32700 9.30600 10.16700 2.535 -1.311 -0.595
H 17.04300 10.66700 8.25000 -1.770 -0.306 -0.327
H 16.92300 9.31000 9.31400 -0.796 0.770 0.256
H 17.06500 11.09200 9.80400 -2.132 -1.945 -0.643
H 14.89600 9.26400 11.03400 2.243 -0.069 1.831
H 14.45000 8.22600 9.89400 -0.638 0.980 -0.453
H 13.47500 9.53100 10.73700 -2.222 0.700 -0.879
C 14.56700 13.99800 6.96600 0.054 2.029 1.460
C 13.20500 14.56100 6.51700 1.171 -4.144 0.944
O 13.07200 15.70900 6.38100 -0.997 4.043 -0.611
C 12.07800 13.54100 6.20700 5.836 -3.505 3.748
H 14.56900 13.86700 8.06400 -0.267 -0.123 -0.415
H 15.50100 14.56900 6.76300 -1.195 0.350 -0.159
H 14.73900 13.08400 6.55200 0.297 -2.904 -0.968
H 12.52100 12.93600 5.47300 0.305 -0.458 -2.100
H 11.27600 14.02200 5.96200 -4.990 2.385 -1.428
H 12.00200 12.62300 6.93200 -0.270 2.290 -0.386
C 18.49400 18.60200 6.71700 -0.495 -4.016 3.128
C 18.66700 19.85100 6.00700 -3.750 2.779 -4.645
O 17.72000 20.20400 5.19500 3.206 -1.379 3.112
C 19.88300 20.76100 5.98300 -0.159 -3.563 -5.441
H 18.86100 18.45500 7.80400 0.093 0.880 -1.702
H 18.92400 17.71200 6.19300 0.392 0.980 -0.005
H 17.45200 18.17100 6.83900 0.632 1.464 -0.600
H 19.74400 21.46000 5.07100 0.662 -1.410 1.543
H 20.81800 20.15500 6.07200 -0.510 0.445 -0.798
H 19.91200 21.26900 6.79600 -0.094 3.760 5.466
C 22.39400 10.73500 6.52100 5.216 1.975 6.407
C 22.87400 12.23400 6.65700 -3.430 -2.234 -3.169
O 23.50000 12.62100 7.56100 2.122 1.296 2.218
C 22.20200 13.22600 5.63700 -0.890 2.329 -0.599
H 22.63200 10.38700 5.66200 1.072 -2.285 -6.047
H 21.44400 10.77900 6.73700 -5.428 -0.011 0.645
H 22.87100 10.00500 7.31100 -0.618 1.762 -1.282
H 21.03200 13.44100 5.91600 3.041 -0.577 -0.340
H 22.15300 13.07800 4.49800 0.293 -0.785 1.792
H 22.82100 14.20800 5.70000 -1.339 -1.444 0.272
```
Positions in Å, forces in eV/Å.

These are the Löwdin partial charges, in e, on atoms 1 to 6: C 0.112; C -0.151; C -0.446; O 0.164; C 0.084; C -0.167


2.
ORCA calculation (ωB97M-V with the def2-TZVPD basis set) on a structure of composition C33H59CeN2O2P2 at a distorted geometry.

Computed properties:
Kohn-Sham gap (alpha / beta) = 5.12 / 5.01 eV
Net charge = +3
E_HOMO (alpha / beta) = -15.785 / -15.609 eV
Total energy = -73733.863 eV

```
99
Properties=species:S:1:pos:R:3:forces:R:3
C 2.96575 -0.25778 -1.31739 0.180 -0.490 -0.332
C 2.10145 1.73465 -0.40115 1.044 -0.524 -0.176
C 4.19816 0.33660 -1.56388 -0.352 -0.210 0.331
C 3.38417 2.32721 -0.51046 -0.394 0.124 0.199
C 4.42923 1.63320 -1.08805 -0.156 -0.115 -0.135
H 4.96214 -0.24884 -2.06810 -0.028 0.235 0.101
H 3.49948 3.34171 -0.12778 0.135 -0.248 -0.179
H 5.41541 2.08154 -1.18638 -0.219 -0.013 0.005
N 1.95877 0.40066 -0.71029 -0.790 0.909 -0.356
P 1.44885 -2.56315 -0.72965 0.349 -0.265 -0.121
P -0.71248 2.67057 0.10813 0.049 0.512 1.241
C 2.69307 -1.69200 -1.77678 0.118 0.631 -0.260
H 2.33314 -1.66473 -2.81757 0.071 0.096 0.358
H 3.63663 -2.25270 -1.80229 -0.293 0.165 0.018
C 1.02742 2.49906 0.17921 0.376 -0.701 1.468
H 1.41386 3.20224 0.92920 0.067 -0.306 -0.117
C -0.96072 4.12299 -1.11144 -0.648 -0.191 -0.505
C -1.17459 3.17411 1.92533 0.143 0.163 -0.705
C 0.41480 -3.70236 -1.87249 0.191 0.006 0.206
C 2.61338 -3.47375 0.45245 -0.470 -0.134 0.080
C -2.31659 3.84569 -1.78536 -0.036 0.158 -0.078
H -3.14519 3.84302 -1.06156 0.225 0.033 -0.217
H -2.52232 4.62233 -2.53697 -0.002 -0.207 0.181
H -2.30119 2.86921 -2.28868 -0.143 0.280 0.110
C -0.95816 5.51602 -0.47395 0.022 0.066 0.185
H -1.74825 5.65816 0.27180 0.249 -0.009 -0.226
H 0.01622 5.75731 -0.03338 -0.232 -0.020 -0.088
H -1.13898 6.25164 -1.27330 0.039 -0.275 0.123
C 0.17598 4.07192 -2.13755 -0.017 -0.115 0.039
H -0.00943 4.82111 -2.92069 0.033 -0.211 0.200
H 1.14710 4.28182 -1.67568 -0.194 0.024 -0.138
H 0.23188 3.08350 -2.61076 0.181 0.276 0.012
C -2.67340 3.52760 1.92868 -0.074 -0.050 -0.010
H -3.28839 2.68212 1.58679 0.098 0.179 0.092
H -2.97976 3.77300 2.95715 0.056 -0.073 -0.299
H -2.91130 4.39423 1.29758 0.092 -0.272 0.239
C -0.93482 1.95938 2.83893 0.017 -0.042 -0.092
H -1.51118 1.06823 2.53642 -0.105 0.097 -0.005
H 0.12975 1.69856 2.91684 -0.060 0.122 -0.017
H -1.27309 2.21817 3.85469 0.099 -0.184 -0.259
C -0.35050 4.34059 2.48385 -0.075 0.182 0.153
H -0.43889 5.25998 1.89922 -0.006 -0.317 0.238
H -0.73093 4.56436 3.49325 0.186 -0.072 -0.234
H 0.71110 4.09119 2.58535 -0.144 0.048 0.052
C 1.74747 -4.24074 1.46924 0.226 -0.171 -0.038
H 2.42119 -4.78744 2.14764 -0.313 0.142 -0.098
H 1.13829 -3.55342 2.07312 0.101 -0.278 -0.111
H 1.08496 -4.97571 0.99069 0.203 0.234 0.223
C 3.43905 -2.41027 1.20461 -0.004 -0.171 -0.173
H 4.06278 -1.81811 0.52307 -0.099 -0.083 0.251
H 2.79770 -1.73600 1.79048 0.273 -0.055 -0.145
H 4.11055 -2.93444 1.90283 -0.226 0.234 -0.158
C 3.57669 -4.43643 -0.25914 0.067 -0.222 0.116
H 4.31719 -4.77641 0.48146 -0.167 0.103 -0.233
H 3.07397 -5.32992 -0.64413 0.209 0.312 0.182
H 4.13011 -3.96258 -1.07878 -0.070 -0.178 0.208
C 0.46007 -3.18654 -3.31902 -0.061 0.041 -0.054
H 1.43495 -3.37362 -3.79284 -0.284 0.081 0.158
H -0.29417 -3.72855 -3.91249 0.210 0.151 0.210
H 0.22755 -2.11417 -3.38638 0.058 -0.233 0.015
C -1.03647 -3.64012 -1.34873 0.092 -0.093 0.034
H -1.47909 -2.63391 -1.45220 0.089 -0.084 -0.039
H -1.65667 -4.32720 -1.94374 0.091 0.218 0.205
H -1.11269 -3.94829 -0.29473 0.040 0.018 -0.221
C 0.88862 -5.16054 -1.87250 -0.129 -0.265 -0.166
H 1.90427 -5.26210 -2.27537 -0.336 0.034 0.117
H 0.83229 -5.63222 -0.88289 0.063 0.124 -0.335
H 0.22295 -5.73273 -2.53895 0.172 0.155 0.193
Ce -0.23401 -0.24913 0.29368 0.342 1.262 0.102
C 0.60353 -1.21293 2.59924 0.878 -1.357 6.342
O 0.76523 -1.46199 3.72203 -0.659 1.100 -5.110
N -0.79646 0.44634 -1.83463 0.038 2.819 -3.669
C -0.81089 1.12802 -2.80592 -1.385 -4.170 0.622
C -1.20399 1.18370 -4.30948 0.315 1.127 -0.323
C -0.69990 2.46985 -4.94722 0.157 0.475 -0.119
C -0.57416 -0.00800 -5.02516 0.463 -0.661 0.284
C -2.72475 1.10580 -4.43540 -0.597 -0.073 0.601
H -1.17693 3.34800 -4.49496 0.167 -0.175 -0.168
H 0.38838 2.54902 -4.84142 -0.185 0.106 -0.109
H -0.93836 2.47230 -6.01883 0.027 -0.078 0.316
H -1.03265 -0.95272 -4.70426 0.151 0.236 -0.050
H -0.73970 0.08435 -6.10809 -0.020 0.158 0.375
H 0.51115 -0.04864 -4.85399 -0.256 -0.047 -0.109
H -2.99370 1.03922 -5.49834 0.252 0.042 0.246
H -3.12543 0.21350 -3.93352 0.081 0.214 -0.145
H -3.22081 1.99459 -4.02444 0.109 -0.231 -0.131
C -4.29029 -1.97159 2.30094 0.029 -0.414 -0.108
C -4.88397 -0.88607 1.38943 -0.055 0.446 0.167
C -3.73194 -0.35675 0.53448 -0.166 0.024 -0.289
O -2.48898 -0.89208 1.10923 0.351 0.007 0.014
C -2.76661 -1.87018 2.17588 -0.018 -0.132 0.158
H -4.60640 -1.84428 3.33878 0.063 -0.013 -0.189
H -4.62449 -2.96068 1.97459 0.090 0.157 0.103
H -5.30301 -0.07135 1.98970 0.078 -0.168 -0.136
H -5.69120 -1.27919 0.76669 0.177 0.068 0.092
H -3.78434 -0.69378 -0.50959 0.019 -0.006 0.258
H -3.65996 0.74026 0.54524 0.041 -0.329 0.039
H -2.29254 -1.51749 3.10309 -0.137 0.076 -0.283
H -2.30246 -2.82460 1.88755 -0.142 0.263 0.002
```
Positions in Å, forces in eV/Å.

These are the Löwdin partial charges, in e, on atoms 1 to 6: C -0.307; C -0.316; C 0.018; C 0.014; C 0.011; H 0.137


Short version: energy above the lowest of the compared OMol25 structures with the same formula, charge and spin = 51.2; 0.0 kcal per mole, in the order given.